A.
Below is an isolated molecule of C7H8N2O, with properties calculated with ωB97M-V/def2-TZVPD.

Results
LUMO level = 0.17 eV

Geometry as ORCA input:
```
! RIJCOSX wB97M-V def2-TZVPD def2/J DEFGRID3
* xyz 0 1
H 2.74513 -0.56022 -1.72329
N 2.30685 0.12829 -1.14435
C 1.15715 0.01401 -0.64666
C 0.63343 1.25668 0.07346
C -0.59469 1.11477 0.56055
C -1.07987 2.28848 1.39338
C -1.33000 -0.08591 0.48709
C -0.83019 -1.22612 0.00080
N 0.37748 -1.40956 -0.65241
C 0.85995 -2.76055 -1.05059
O 1.96477 -3.07094 -1.46145
H 1.40230 1.95837 0.01289
H -0.25720 2.56261 1.93537
H -2.00514 2.04683 1.91099
H -1.33767 3.26215 0.83424
H -2.40783 -0.14009 0.71967
H -1.58398 -2.04544 -0.02842
H -0.02047 -3.33336 -1.22127
*
```


B.
Below is a cluster of 2 separate species, C7H8N2O in total, with properties calculated with ωB97M-V/def2-TZVPD.

Results
LUMO level = 0.11 eV

Geometry as ORCA input:
```
! RIJCOSX wB97M-V def2-TZVPD def2/J DEFGRID3
* xyz 0 1
C 1.98189 2.40993 0.50973
C 1.58442 1.26076 0.29550
C -1.85731 1.29569 -0.24477
C -3.28634 -0.19387 0.42962
C -1.17859 0.27043 0.27234
C 1.55485 -0.81325 -0.96182
C 1.10637 -0.09458 0.23879
N -3.24249 0.97269 -0.15818
N -2.05785 -0.68880 0.76636
O 1.16338 -0.90622 1.32890
H 2.43439 3.31149 0.50482
H -1.34581 2.19317 -0.72047
H -4.15831 -0.72121 0.73681
H 1.10669 -0.45033 -1.97100
H 1.47761 -2.01180 -0.87579
H 2.66662 -0.65453 -0.96406
H -1.86902 -1.66114 1.22714
H 0.86299 -0.50776 2.17103
*
```


It is A that is most stable; the runner-up trails by 3.151 eV.


A.
Below is the ion C4H7N4 with charge +1, with properties calculated with ωB97M-V/def2-TZVPD.

Results
LUMO level = -6.12 eV

Geometry as ORCA input:
```
! RIJCOSX wB97M-V def2-TZVPD def2/J DEFGRID3
* xyz 1 1
H 2.12699 -2.98198 0.69932
N 1.94141 -2.31367 -0.05666
N 1.51427 -1.23860 0.11958
C 1.37511 0.06783 -0.03685
C 2.56256 0.87583 0.11701
N 3.40509 1.63573 0.09691
N 0.18393 0.60408 -0.39845
C -1.08089 -0.09910 -0.51316
C -2.13960 0.57437 0.35027
H -0.11125 1.55416 -0.24132
H -1.55568 0.07944 -1.57163
H -0.88353 -1.06932 -0.16110
H -1.73181 0.59649 1.45293
H -2.45801 1.59034 -0.13115
H -3.14859 0.12439 0.27429
*
```


B.
Below is the ion C4H7N4 with charge +1, with properties calculated with ωB97M-V/def2-TZVPD.

Results
LUMO level = -4.39 eV

Geometry as ORCA input:
```
! RIJCOSX wB97M-V def2-TZVPD def2/J DEFGRID3
* xyz 1 1
C -1.38314 -1.34451 1.11986
N -0.55087 -1.79555 0.29960
C -0.29466 -1.09199 -0.89165
N 0.42672 0.07523 -0.54239
C 1.34851 0.18655 0.57967
N 1.47651 1.39953 0.87207
N 0.79155 2.10718 -0.04735
C 0.35511 1.30540 -0.99528
H -1.41904 -1.83588 2.11894
H -2.19464 -0.46411 0.97173
H 0.08628 -1.83825 -1.54548
H -1.33596 -0.67811 -1.25595
H 1.74701 -0.64475 1.14518
H 0.82955 3.06898 0.18684
H 0.11707 1.55028 -2.01579
*
```


It is B that is most stable; the runner-up trails by 2.165 eV.


A.
Below is a cluster of 2 separate species, C3H12NS in total, with properties calculated with ωB97M-V/def2-TZVPD.

Results
LUMO level (spin up / spin down) = 0.08 / 0.18 eV

Geometry as ORCA input:
```
! RIJCOSX wB97M-V def2-TZVPD def2/J DEFGRID3
* xyz 0 2
C -0.94412 -2.35336 -0.04814
N 0.44619 -1.84328 -0.11969
H -1.06217 -3.38692 -0.35100
H -1.36874 -2.12022 0.92147
H -1.54003 -1.74674 -0.73206
H 0.58516 -0.96448 0.45640
H 0.76471 -1.58450 -1.08901
H 1.07735 -2.52799 0.37750
C -0.12931 1.76614 -0.88231
C 0.55339 2.31756 0.37850
S 1.16094 0.83959 1.32380
H -0.99188 1.19332 -0.58541
H 0.60109 1.24951 -1.49797
H -0.51229 2.59215 -1.49559
H 1.41777 2.95604 0.26009
H -0.20298 2.90568 0.89913
H 0.14492 0.70750 2.18430
*
```


B.
Below is a cluster of 2 separate species, C3H12NS in total, with properties calculated with ωB97M-V/def2-TZVPD.

Results
LUMO level (spin up / spin down) = 0.60 / 0.52 eV

Geometry as ORCA input:
```
! RIJCOSX wB97M-V def2-TZVPD def2/J DEFGRID3
* xyz 0 2
C -1.98121 -1.51602 -0.04166
N -0.81692 -1.41259 0.84070
H -2.54674 -2.43666 -0.00991
H -2.58621 -0.60876 0.04738
H -1.59185 -1.42662 -1.07742
H -0.47777 -0.39124 0.99539
H 0.05098 -1.91167 0.50476
H -1.14259 -1.66466 1.80598
C 1.40091 0.60434 -1.07260
C 1.63232 1.79164 -0.09375
S 0.52467 1.28034 1.35999
H 0.34755 0.62466 -1.40734
H 1.77910 -0.30510 -0.59784
H 1.99489 0.73982 -1.97642
H 2.61916 2.00944 0.33414
H 1.35730 2.67456 -0.66116
H -0.56358 1.94850 1.04974
*
```


It is B that is most stable; the runner-up trails by 0.368 eV.


A.
Below is a structure of composition C16H20N6O, with properties calculated with ωB97M-V/def2-TZVPD.

Results
LUMO level = 0.25 eV

Geometry as ORCA input:
```
! RIJCOSX wB97M-V def2-TZVPD def2/J DEFGRID3
* xyz 0 1
C -3.68236 -3.02731 -0.30989
C -2.33477 -2.40455 0.09271
N -1.30780 -2.99798 0.49878
N -0.44184 -2.29017 0.87224
C -0.89224 -1.20727 0.54676
N -2.25642 -1.14391 0.23241
C -2.96798 -0.01084 0.04145
C -4.19081 0.18551 -0.76228
C -4.81046 1.40730 -1.00969
C -4.02787 2.52094 -0.69064
C -2.85012 2.73395 -0.15370
C -2.27009 1.41079 0.01758
N -0.88249 1.16988 0.50908
C -0.25460 0.33012 0.95703
N 0.93647 0.31188 1.34768
C 1.76961 -0.81728 1.82233
H 1.43039 -1.84824 1.32641
C 3.16681 -0.52955 1.13014
N 3.08425 0.51026 -0.14692
C 2.56770 1.77906 0.48548
C 1.56310 1.60272 1.45149
H 0.73717 2.48635 1.65405
H 2.13274 1.77542 2.55420
H 3.40733 2.37779 0.85983
H 2.11611 2.41168 -0.71434
C 4.13482 0.43651 -1.07242
H 5.06151 0.23739 -0.60181
C 3.94044 -0.63739 -2.02049
O 2.53933 -0.87888 -2.43725
H 2.03543 -0.70219 -1.75427
H 4.12040 -1.61734 -1.48612
H 4.57989 -0.75501 -2.94389
H 3.97370 1.35832 -1.64505
H 3.86970 -0.14435 1.75890
H 3.62531 -1.47088 0.70897
H 2.00779 -0.73448 2.81312
H -2.20912 3.44582 -0.15387
H -4.53857 3.53358 -0.63510
H -5.77778 1.45379 -1.29690
H -4.83498 -0.61275 -0.73171
H -3.52186 -4.18083 -0.16200
H -4.06144 -2.69101 -1.19571
H -4.68639 -2.77686 0.24343
*
```


B.
Below is a structure of composition C16H20N6O, with properties calculated with ωB97M-V/def2-TZVPD.

Results
LUMO level = 0.40 eV

Geometry as ORCA input:
```
! RIJCOSX wB97M-V def2-TZVPD def2/J DEFGRID3
* xyz 0 1
O -0.73361 1.41197 2.06116
N -0.07420 -0.35044 -2.25401
N -0.12394 1.62310 -3.33166
C -0.07894 0.26839 -3.41073
C -0.31436 1.76285 -2.04810
C -0.27244 0.35310 0.05810
C 2.39939 3.88903 1.66804
C 2.18870 4.64584 0.55669
C 1.53682 2.75978 1.79817
C 1.22985 4.46727 -0.44882
C 0.55603 2.48673 0.77701
C 0.41805 3.31970 -0.30082
N -0.28555 0.59100 -1.34966
N -0.41497 -0.91438 0.57834
N -0.56028 -3.77483 1.28028
N -0.31600 1.40208 0.88958
C 0.16030 -0.41848 -4.71834
C -0.62066 3.08885 -1.38540
C -1.01895 -4.96859 2.10430
C 0.50677 -1.39952 1.66202
C -1.18999 -1.94937 -0.03047
C 0.19349 -2.78763 2.17990
C -1.76967 -3.11071 0.77505
H 3.18730 4.14660 2.35348
H 2.57350 5.70042 0.42699
H 1.76013 2.14132 2.60890
H 1.24256 5.13915 -1.28786
H 0.78029 0.24428 -5.31456
H -0.82619 -0.59020 -5.12118
H 0.53444 -1.44357 -4.56081
H -1.60519 2.93105 -0.86865
H -0.77109 3.82870 -2.11649
H -1.68081 -4.54781 2.96120
H -0.24084 -5.53080 2.66499
H -1.50870 -5.78244 1.46673
H 0.42527 -0.73471 2.47775
H 1.45756 -1.45305 1.19410
H -0.62409 -2.44493 -0.85089
H -2.14063 -1.56577 -0.48497
H 1.09857 -3.27154 2.46835
H -0.38592 -2.77888 3.02455
H -2.20246 -2.72538 1.72628
H -2.48956 -3.65820 0.12143
*
```


It is B that is most stable; the runner-up trails by 8.798 eV.


A.
Below is the ion C7H14IN2 with charge +1, with properties calculated with ωB97M-V/def2-TZVPD.

Results
LUMO level = -4.07 eV

Geometry as ORCA input:
```
! RIJCOSX wB97M-V def2-TZVPD def2/J DEFGRID3
* xyz 1 1
C 1.76674 1.83842 -0.86591
C 1.55349 0.37029 -1.00299
C 2.55715 -0.48475 -1.73527
N 0.50697 -0.25880 -0.64396
C -0.72133 -0.05527 -0.31295
N -1.60472 0.35799 -1.24840
C -1.14608 -0.30777 1.21650
C -0.18570 -1.16813 1.91381
C -2.58136 -0.74594 1.35727
I -1.03383 1.85486 1.90934
H 1.11331 2.46391 -1.38192
H 1.56871 2.14494 0.13805
H 2.65460 2.25368 -1.29772
H 2.88986 -0.01156 -2.61194
H 3.38752 -0.86854 -1.00935
H 2.06936 -1.46338 -2.12395
H -2.57419 0.14784 -1.04386
H -1.41562 0.79990 -2.12643
H -0.15815 -1.03887 2.96924
H -0.49982 -2.33579 1.88232
H 0.80485 -0.90410 1.65655
H -2.92347 -0.62901 2.46583
H -3.26661 -0.12846 0.84632
H -2.76166 -1.83145 1.04940
*
```


B.
Below is the ion C7H14IN2 with charge +1, with properties calculated with ωB97M-V/def2-TZVPD.

Results
LUMO level = -5.06 eV

Geometry as ORCA input:
```
! RIJCOSX wB97M-V def2-TZVPD def2/J DEFGRID3
* xyz 1 1
C 3.04663 0.31012 -1.75643
C 2.42552 0.12296 -0.40909
N 1.21390 -0.63970 -0.28392
C -0.01713 -0.10596 -0.80102
C -0.67569 0.87424 0.08195
C -0.15877 1.03599 1.49462
N -1.35538 0.29366 1.24359
C -2.22339 -0.55748 1.63783
C -3.29623 -1.33526 0.79530
I -4.92585 0.21822 0.11880
H 2.44037 1.12291 -2.30931
H 4.07464 0.73710 -1.82858
H 2.85642 -0.58726 -2.41933
H 3.09335 -0.36467 0.37359
H 2.20088 1.09164 0.04226
H 1.42519 -1.58808 -0.54758
H -0.74368 -0.90196 -1.07554
H 0.01324 0.58853 -1.85977
H -1.00740 1.81292 -0.24564
H 0.73802 0.44332 1.87858
H -0.24937 2.03194 1.93527
H -2.12184 -0.76699 2.72386
H -2.87665 -1.75466 -0.12936
H -3.87677 -2.08153 1.33995
*
```


It is A that is most stable; the runner-up trails by 2.396 eV.


A.
Below is a structure of composition C7H14Si, with properties calculated with ωB97M-V/def2-TZVPD.

Results
LUMO level = 0.98 eV

Geometry as ORCA input:
```
! RIJCOSX wB97M-V def2-TZVPD def2/J DEFGRID3
* xyz 0 1
C -0.99013 -0.38178 -0.27481
C -0.02627 -0.59778 0.65498
C -1.09491 0.96298 -0.94378
C -0.41483 2.04077 -0.10902
C 0.71145 1.31165 0.53107
C -1.80197 -1.51074 -0.94384
C 2.01721 1.20379 -0.18670
Si 0.64870 -1.98023 1.72097
H -0.53743 0.78264 -1.85247
H -2.13086 1.29847 -1.14759
H -0.04624 2.79285 -0.69558
H -1.13788 2.57983 0.60051
H 0.69898 1.42085 1.64842
H -2.38772 -1.10539 -1.75990
H -2.49166 -1.95841 -0.24209
H -1.04337 -2.10670 -1.46163
H 1.96990 0.86039 -1.26354
H 2.77892 0.62329 0.26247
H 2.51972 2.14042 -0.28304
H -0.18096 -2.13921 2.97082
H 2.13434 -1.58709 2.07920
H 0.42340 -3.02439 0.76905
*
```


B.
Below is a cluster of 3 separate species, C7H14Si in total, with properties calculated with ωB97M-V/def2-TZVPD.

Results
LUMO level = -1.01 eV

Geometry as ORCA input:
```
! RIJCOSX wB97M-V def2-TZVPD def2/J DEFGRID3
* xyz 0 1
C 3.19819 -5.81189 3.67868
C 3.24658 -5.82730 2.46368
C 3.17377 -5.75367 5.11662
C -1.55683 3.56006 -0.94419
C -0.13852 2.61761 -2.84848
C -2.39166 3.54766 -3.22687
C -1.41243 3.24064 -2.37125
Si -0.01703 -3.17665 0.82651
H 4.19781 -5.61665 5.46814
H 2.34970 -5.00307 5.47291
H 2.82176 -6.74005 5.72458
H -1.90275 4.53757 -0.75348
H -2.29968 2.99900 -0.43991
H -0.67437 3.41809 -0.37435
H -0.32387 1.54849 -2.83390
H 0.73076 3.14647 -2.30725
H 0.05571 2.83997 -3.82817
H 3.34337 -6.03648 1.44845
H -3.46222 3.95483 -3.02958
H -2.44284 3.55984 -4.31740
H -0.55546 -3.57362 -0.55016
H -1.00960 -2.08707 1.00961
*
```


It is A that is most stable; the runner-up trails by 3.357 eV.


A.
Below is an isolated molecule of CF2O3S, with properties calculated with ωB97M-V/def2-TZVPD.

Results
LUMO level = 0.02 eV

Geometry as ORCA input:
```
! RIJCOSX wB97M-V def2-TZVPD def2/J DEFGRID3
* xyz 0 1
C -0.25463 -1.28919 0.81300
O -0.65904 -1.72580 1.78724
O 0.59323 0.79831 0.91918
O -1.33503 0.53446 -0.69506
F 0.95130 -0.56757 -1.15492
F 0.64302 1.68210 -1.32390
S 0.06115 0.56769 -0.34555
*
```


B.
Below is an isolated molecule of CF2O3S, with properties calculated with ωB97M-V/def2-TZVPD.

Results
LUMO level = -0.69 eV

Geometry as ORCA input:
```
! RIJCOSX wB97M-V def2-TZVPD def2/J DEFGRID3
* xyz 0 1
O 0.71237 1.68365 0.89077
C 0.72681 0.82133 0.12933
F 1.85870 0.42277 -0.44967
S -0.63213 -0.46789 -0.30931
O -0.17685 -1.60303 -1.03447
O -1.97911 0.12728 -0.48244
F -0.50980 -0.98411 1.25578
*
```


C.
Below is an isolated molecule of CF2O3S, with properties calculated with ωB97M-V/def2-TZVPD.

Results
LUMO level = -0.51 eV

Geometry as ORCA input:
```
! RIJCOSX wB97M-V def2-TZVPD def2/J DEFGRID3
* xyz 0 1
O -1.11852 -1.70872 0.24941
C -0.76185 -0.62177 0.45391
F -1.32194 0.26531 1.22941
S 0.55660 0.47601 -0.27382
O 1.46283 0.70176 0.74327
O 0.01593 1.58788 -1.20354
F 1.16696 -0.70047 -1.19865
*
```


It is B that is most stable; the runner-up trails by 0.208 eV.


A.
Below is a cluster of 2 separate species, C4H6N2O4 in total, with properties calculated with ωB97M-V/def2-TZVPD.

Results
LUMO level = 0.29 eV

Geometry as ORCA input:
```
! RIJCOSX wB97M-V def2-TZVPD def2/J DEFGRID3
* xyz 0 1
N -2.52267 2.94548 -1.92550
C -2.54069 4.12076 -1.26898
O -3.40486 4.50960 -0.51806
O -1.44610 4.93276 -1.46829
C -0.53967 4.74853 -2.49520
C 0.82034 4.76956 -2.47865
C 1.13190 4.88195 -3.86131
N 0.05812 5.02439 -4.59613
O -1.00169 5.00064 -3.72062
H -3.24234 2.28106 -1.67505
H -1.96020 2.73720 -2.75649
H 1.47981 4.63344 -1.62967
H 2.10921 4.92029 -4.33768
O -0.37428 1.92094 -3.44837
H -0.72941 1.20860 -2.85560
H 0.56308 1.98736 -3.24218
*
```


B.
Below is an isolated molecule of C4H6N2O4, with properties calculated with ωB97M-V/def2-TZVPD.

Results
LUMO level = -0.70 eV

Geometry as ORCA input:
```
! RIJCOSX wB97M-V def2-TZVPD def2/J DEFGRID3
* xyz 0 1
C 1.23289 -0.91512 0.90246
C 0.01912 -0.71700 -0.02286
C -0.49575 0.46427 -0.27587
C -1.61932 0.73190 -1.23471
O -2.93248 0.85517 -0.55914
N -2.98847 0.54898 0.80210
O -4.08370 0.67676 1.19201
N -0.45547 -1.92795 -0.50984
O -0.41300 -2.87600 0.25011
O -0.81874 -1.93696 -1.65245
H 1.38602 -0.06181 1.53342
H 2.20266 -0.99835 0.46487
H 0.90999 -1.78710 1.39110
H 0.02827 1.24250 0.11859
H -1.35870 1.81348 -1.73020
H -1.78774 -0.10395 -1.98037
*
```


It is A that is most stable; the runner-up trails by 5.938 eV.